This record from OMol25 describes a 8-piece molecular cluster, C53H124N8O11 overall. The level of theory is the ωB97M-V functional and the def2-TZVPD basis.

Calculated values
HOMO-LUMO gap (alpha / beta), Eh: 0.273 / 0.129
Charge: +1
E_LUMO (alpha / beta), eV: -2.008 / -5.926
Multiplicity: 2
Max |F|, eV Å⁻¹: 3.6

Last columns: bonded neighbours and bond lengths (Å).
CARTESIAN COORDINATES (ANGSTROEM)
1 C 2.4842 -7.4910 3.3139  C2 1.561, H7 1.090, H8 1.090, H9 1.090
2 C 2.1212 -7.1596 4.7959  C1 1.561, C3 1.575, N6 1.498, H10 1.090
3 C 2.3139 -5.6347 5.1381  C2 1.575, O4 1.391, H11 1.090, H12 1.090
4 O 1.4096 -4.8079 4.4800  C3 1.391, C5 1.496
5 C 1.3551 -3.3612 4.8582  O4 1.496, H13 1.090, H14 1.090, H15 1.090
6 N 0.6932 -7.5757 4.9704  C2 1.498, H16 1.010, H17 1.010
7 H 1.8852 -6.8437 2.6733  C1 1.090
8 H 2.3399 -8.5535 3.1182  C1 1.090
9 H 3.5258 -7.2158 3.1484  C1 1.090
10 H 2.6256 -7.7223 5.5814  C2 1.090
11 H 3.3438 -5.3125 4.9847  C3 1.090
12 H 1.9431 -5.4463 6.1456  C3 1.090
13 H 0.9124 -3.1809 5.8378  C5 1.090
14 H 0.6217 -2.9206 4.1829  C5 1.090
15 H 2.2880 -2.8020 4.7876  C5 1.090
16 H 0.2166 -6.8462 4.4598  N6 1.010
17 H 0.5076 -7.2872 5.9204  N6 1.010
18 C -4.6203 2.9041 2.5652  C19 1.552, H24 1.090, H25 1.090, H26 1.090
19 C -3.4405 1.9087 2.4091  C18 1.552, C20 1.637, N23 1.455, H27 1.090
20 C -3.7862 0.6139 3.3494  C19 1.637, O21 1.473, H28 1.090, H29 1.090
21 O -2.7787 -0.4127 3.0309  C20 1.473, C22 1.451
22 C -2.8759 -1.6086 3.8471  O21 1.451, H30 1.090, H31 1.090, H32 1.090
23 N -3.5178 1.3434 1.0710  C19 1.455, H33 1.010, H34 1.010
24 H -4.9032 3.1790 3.5814  C18 1.090
25 H -5.4286 2.3039 2.1473  C18 1.090
26 H -4.4906 3.8675 2.0721  C18 1.090
27 H -2.4593 2.3834 2.4036  C19 1.090
28 H -4.7416 0.2106 3.0137  C20 1.090
29 H -3.7237 0.9672 4.3787  C20 1.090
30 H -1.9369 -2.1567 3.7703  C22 1.090
31 H -3.7247 -2.2297 3.5611  C22 1.090
32 H -3.2801 -1.3182 4.8169  C22 1.090
33 H -2.9322 0.5215 1.1099  N23 1.010
34 H -4.4089 1.0603 0.6890  N23 1.010
35 C 2.2658 -2.7070 1.0521  O36 1.466, H44 1.090, H45 1.090, H46 1.090
36 O 2.5680 -2.7555 -0.3812  C35 1.466, C37 1.429
37 C 1.6585 -2.1060 -1.2719  O36 1.429, C38 1.534, H47 1.090, H48 1.090
38 C 1.9975 -0.6479 -1.6091  C37 1.534, N39 1.491, H49 1.090, H50 1.090
39 N 1.8199 0.3339 -0.5014  C38 1.491, C40 1.462, H51 1.010
40 C 0.4515 0.8420 -0.4223  N39 1.462, C41 1.527, H52 1.090, H53 1.090
41 C 0.3638 1.3685 1.0088  C40 1.527, O42 1.421, H54 1.090, H55 1.090
42 O 0.2783 0.3109 1.9537  C41 1.421, C43 1.419
43 C 0.3345 0.6359 3.3339  O42 1.419, H56 1.090, H57 1.090, H58 1.090
44 H 2.9795 -3.1631 1.7382  C35 1.090
45 H 1.3441 -3.1415 1.4392  C35 1.090
46 H 2.1582 -1.6706 1.3719  C35 1.090
47 H 0.6853 -2.2259 -0.7957  C37 1.090
48 H 1.5847 -2.7252 -2.1659  C37 1.090
49 H 1.5671 -0.3547 -2.5666  C38 1.090
50 H 3.0720 -0.7938 -1.7201  C38 1.090
51 H 1.8954 -0.1085 0.4034  N39 1.010
52 H -0.2181 0.0026 -0.6098  C40 1.090
53 H 0.4144 1.5811 -1.2225  C40 1.090
54 H -0.4400 2.1011 1.0818  C41 1.090
55 H 1.2889 1.9171 1.1857  C41 1.090
56 H -0.0035 -0.1706 3.9847  C43 1.090
57 H -0.3642 1.4539 3.5095  C43 1.090
58 H 1.3542 0.8760 3.6347  C43 1.090
59 C 4.6886 -0.5294 3.3804  O60 1.430, H68 1.090, H69 1.090, H70 1.090
60 O 3.8592 -0.6449 4.5396  C59 1.430, C61 1.441
61 C 4.5523 -1.3592 5.5813  O60 1.441, C62 1.593, H71 1.090, H72 1.090
62 C 3.9220 -1.0934 7.0202  C61 1.593, N63 1.449, H73 1.090, H74 1.090
63 N 2.7040 -1.7976 7.3664  C62 1.449, C64 1.536, H75 1.010
64 C 2.1948 -1.3597 8.7481  N63 1.536, C65 1.554, H76 1.090, H77 1.090
65 C 0.7283 -1.7301 9.1044  C64 1.554, O66 1.477, H78 1.090, H79 1.090
66 O -0.2620 -0.6766 8.8035  C65 1.477, C67 1.451
67 C -0.2228 -0.2995 7.4028  O66 1.451, H80 1.090, H81 1.090, H82 1.090
68 H 5.3648 -1.3843 3.3709  C59 1.090
69 H 5.3755 0.3124 3.4669  C59 1.090
70 H 4.0861 -0.3018 2.5010  C59 1.090
71 H 5.6116 -1.1084 5.6373  C61 1.090
72 H 4.5542 -2.4286 5.3700  C61 1.090
73 H 3.7322 -0.0226 7.0945  C62 1.090
74 H 4.6274 -1.3452 7.8122  C62 1.090
75 H 2.7916 -2.8037 7.3483  N63 1.010
76 H 2.2928 -0.2744 8.7264  C64 1.090
77 H 2.8187 -1.8154 9.5170  C64 1.090
78 H 0.7053 -2.0249 10.1535  C65 1.090
79 H 0.5119 -2.7040 8.6652  C65 1.090
80 H -0.1643 -1.1787 6.7611  C67 1.090
81 H 0.6263 0.3403 7.1626  C67 1.090
82 H -1.0563 0.3771 7.2137  C67 1.090
83 C 2.3305 2.3517 -3.5932  O84 1.408, H92 1.090, H93 1.090, H94 1.090
84 O 0.9836 2.6362 -3.8888  C83 1.408, C85 1.364
85 C 0.5741 3.8999 -3.5771  O84 1.364, C86 1.498, H95 1.090, H96 1.090
86 C -0.7648 4.2052 -4.1758  C85 1.498, N87 1.425, H97 1.090, H98 1.090
87 N -0.8065 4.4497 -5.5794  C86 1.425, C88 1.496, H99 1.010
88 C -1.1504 3.2544 -6.4102  N87 1.496, C89 1.562, H100 1.090, H101 1.090
89 C -1.5965 3.6995 -7.8389  C88 1.562, O90 1.502, H102 1.090, H103 1.090
90 O -2.4260 2.6404 -8.5069  C89 1.502, C91 1.428
91 C -1.7211 1.4177 -8.7262  O90 1.428, H104 1.090, H105 1.090, H106 1.090
92 H 2.6025 2.2389 -2.5437  C83 1.090
93 H 2.9838 3.1995 -3.7993  C83 1.090
94 H 2.6033 1.5608 -4.2918  C83 1.090
95 H 1.2798 4.5996 -4.0251  C85 1.090
96 H 0.6661 3.9252 -2.4913  C85 1.090
97 H -1.1117 5.1555 -3.7700  C86 1.090
98 H -1.3609 3.3552 -3.8439  C86 1.090
99 H -1.2990 5.3140 -5.7542  N87 1.010
100 H -2.0718 2.8285 -6.0129  C88 1.090
101 H -0.3231 2.5447 -6.4109  C88 1.090
102 H -0.7836 3.9606 -8.5165  C89 1.090
103 H -2.2088 4.5788 -7.6392  C89 1.090
104 H -1.5161 1.0056 -7.7382  C91 1.090
105 H -0.7761 1.5157 -9.2605  C91 1.090
106 H -2.3032 0.6607 -9.2518  C91 1.090
107 C -4.2394 4.5425 -0.9651  C108 1.537, H118 1.090, H119 1.090, H120 1.090
108 C -3.7080 5.7748 -0.2152  C107 1.537, C109 1.535, N113 1.470, C117 1.551
109 C -4.8046 6.7010 0.3290  C108 1.535, C110 1.528, H121 1.090, H122 1.090
110 C -4.2671 7.7316 1.3215  C109 1.528, C111 1.478, H123 1.090, H124 1.090
111 C -3.5092 7.0835 2.4123  C110 1.478, C112 1.514, H125 1.090, H126 1.090
112 C -2.3457 6.2751 1.8785  C111 1.514, N113 1.498, C115 1.491, C116 1.524
113 N -2.8356 5.2884 0.8636  C108 1.470, C112 1.498, O114 1.383
114 O -1.7802 4.5170 0.4114  N113 1.383, H136 0.960
115 C -1.2528 7.2284 1.5310  C112 1.491, H127 1.090, H128 1.090, H129 1.090
116 C -1.8570 5.5220 3.1095  C112 1.524, H130 1.090, H131 1.090, H132 1.090
117 C -2.9437 6.5546 -1.3170  C108 1.551, H133 1.090, H134 1.090, H135 1.090
118 H -3.6478 3.6539 -0.7449  C107 1.090
119 H -4.3557 4.5665 -2.0486  C107 1.090
120 H -5.2756 4.2765 -0.7565  C107 1.090
121 H -5.4534 7.2714 -0.3357  C109 1.090
122 H -5.3776 5.9488 0.8711  C109 1.090
123 H -5.1371 8.2369 1.7409  C110 1.090
124 H -3.5098 8.3188 0.8021  C110 1.090
125 H -4.0536 6.4233 3.0874  C111 1.090
126 H -3.1022 7.8558 3.0651  C111 1.090
127 H -0.9677 7.9452 2.3010  C115 1.090
128 H -0.3065 6.8209 1.1751  C115 1.090
129 H -1.6099 7.8984 0.7489  C115 1.090
130 H -1.3241 4.6506 2.7290  C116 1.090
131 H -1.1691 6.0589 3.7627  C116 1.090
132 H -2.6123 5.0139 3.7091  C116 1.090
133 H -2.1393 5.9015 -1.6552  C117 1.090
134 H -2.4176 7.4790 -1.0789  C117 1.090
135 H -3.5067 6.8878 -2.1889  C117 1.090
136 H -1.5423 3.9647 1.1596  O114 0.960
137 C -3.5953 0.8276 -4.5524  C138 1.602, H148 1.090, H149 1.090, H150 1.090
138 C -3.8134 -0.5959 -3.8500  C137 1.602, C139 1.538, N143 1.520, C147 1.555
139 C -2.8858 -0.6928 -2.6272  C138 1.538, C140 1.502, H151 1.090, H152 1.090
140 C -3.1840 -1.7211 -1.5733  C139 1.502, C141 1.520, H153 1.090, H154 1.090
141 C -4.6232 -1.5388 -1.1189  C140 1.520, C142 1.569, H155 1.090, H156 1.090
142 C -5.6900 -1.6211 -2.2662  C141 1.569, N143 1.518, C145 1.532, C146 1.546
143 N -5.2306 -0.6091 -3.3001  C138 1.520, C142 1.518, O144 1.445
144 O -6.3090 -0.4332 -4.2455  N143 1.445, H166 0.960
145 C -5.8275 -3.0483 -2.8064  C142 1.532, H157 1.090, H158 1.090, H159 1.090
146 C -7.0792 -1.2604 -1.6911  C142 1.546, H160 1.090, H161 1.090, H162 1.090
147 C -3.4106 -1.7329 -4.8316  C138 1.555, H163 1.090, H164 1.090, H165 1.090
148 H -4.2200 0.8926 -5.4433  C137 1.090
149 H -2.5556 0.8510 -4.8788  C137 1.090
150 H -3.7646 1.7361 -3.9743  C137 1.090
151 H -1.9124 -1.0863 -2.9199  C139 1.090
152 H -2.6086 0.2431 -2.1420  C139 1.090
153 H -2.4792 -1.7076 -0.7419  C140 1.090
154 H -2.9899 -2.7217 -1.9598  C140 1.090
155 H -4.8243 -0.6185 -0.5706  C141 1.090
156 H -4.8762 -2.3757 -0.4679  C141 1.090
157 H -6.6927 -3.1565 -3.4604  C145 1.090
158 H -5.0073 -3.3934 -3.4360  C145 1.090
159 H -6.0439 -3.5833 -1.8817  C145 1.090
160 H -7.2725 -1.8811 -0.8162  C146 1.090
161 H -6.9834 -0.2056 -1.4335  C146 1.090
162 H -8.0140 -1.3091 -2.2496  C146 1.090
163 H -2.4567 -1.4872 -5.2982  C147 1.090
164 H -4.2083 -1.8143 -5.5700  C147 1.090
165 H -3.1909 -2.7272 -4.4427  C147 1.090
166 H -6.2882 0.5263 -4.2225  O144 0.960
167 C 7.7456 -3.7889 -1.7679  C168 1.503, H178 1.090, H179 1.090, H180 1.090
168 C 6.7536 -2.8779 -2.4360  C167 1.503, C169 1.593, N173 1.513, C177 1.518
169 C 7.2297 -2.0915 -3.7366  C168 1.593, C170 1.511, H181 1.090, H182 1.090
170 C 6.8721 -2.7576 -5.0454  C169 1.511, C171 1.485, H183 1.090, H184 1.090
171 C 5.4295 -3.1002 -5.1295  C170 1.485, C172 1.536, H185 1.090, H186 1.090
172 C 4.9065 -3.9348 -3.9508  C171 1.536, N173 1.406, C175 1.577, C176 1.481
173 N 5.4015 -3.4993 -2.7089  C168 1.513, C172 1.406, O174 1.429
174 O 4.7459 -4.1169 -1.5991  N173 1.429, H196 0.960
175 C 3.3394 -3.9091 -4.1244  C172 1.577, H187 1.090, H188 1.090, H189 1.090
176 C 5.4039 -5.3198 -4.1153  C172 1.481, H190 1.090, H191 1.090, H192 1.090
177 C 6.3838 -1.8260 -1.4062  C168 1.518, H193 1.090, H194 1.090, H195 1.090
178 H 7.8351 -4.6525 -2.4269  C167 1.090
179 H 7.4315 -4.1953 -0.8065  C167 1.090
180 H 8.7402 -3.3606 -1.6442  C167 1.090
181 H 6.9046 -1.0528 -3.6783  C169 1.090
182 H 8.3196 -2.0907 -3.7497  C169 1.090
183 H 7.5315 -3.6227 -5.1154  C170 1.090
184 H 7.1360 -2.1607 -5.9184  C170 1.090
185 H 5.2447 -3.8156 -5.9308  C171 1.090
186 H 4.8241 -2.2170 -5.3335  C171 1.090
187 H 2.9585 -2.9042 -3.9423  C175 1.090
188 H 3.1648 -4.3140 -5.1212  C175 1.090
189 H 2.7889 -4.5862 -3.4713  C175 1.090
190 H 5.0678 -5.7343 -5.0657  C176 1.090
191 H 6.4887 -5.3149 -4.2218  C176 1.090
192 H 5.1312 -5.9625 -3.2782  C176 1.090
193 H 5.4729 -1.3274 -1.7374  C177 1.090
194 H 7.1640 -1.0649 -1.3969  C177 1.090
195 H 6.2887 -2.2932 -0.4259  C177 1.090
196 H 3.9451 -3.6298 -1.3915  O174 0.960

These are the Mulliken partial charges, in e, on atoms 1 to 99:
1 C -1.303
2 C 0.061
3 C -0.447
4 O -0.327
5 C -0.255
6 N -0.795
7 H 0.233
8 H 0.401
9 H 0.329
10 H 0.485
11 H 0.251
12 H 0.334
13 H 0.364
14 H -0.049
15 H 0.025
16 H 0.307
17 H 0.303
18 C -1.547
19 C 1.378
20 C -0.890
21 O -0.038
22 C -0.840
23 N 0.132
24 H 0.391
25 H 0.533
26 H -0.022
27 H -0.480
28 H 0.311
29 H 0.519
30 H 0.059
31 H 0.308
32 H 0.385
33 H -0.072
34 H 0.059
35 C -0.748
36 O -0.447
37 C -0.196
38 C -0.181
39 N -0.217
40 C 0.298
41 C 0.203
42 O 0.453
43 C -0.611
44 H 0.423
45 H 0.304
46 H -0.062
47 H 0.211
48 H 0.399
49 H 0.491
50 H -0.499
51 H -0.052
52 H -0.227
53 H 0.029
54 H -0.835
55 H 0.465
56 H -0.088
57 H 0.071
58 H 0.489
59 C -0.708
60 O -0.148
61 C -0.716
62 C -0.930
63 N 0.061
64 C -0.850
65 C -0.563
66 O -0.489
67 C -0.416
68 H 0.384
69 H 0.374
70 H -0.017
71 H 0.566
72 H 0.350
73 H 0.344
74 H 0.429
75 H 0.179
76 H 0.405
77 H 0.498
78 H 0.394
79 H 0.267
80 H 0.125
81 H 0.213
82 H 0.360
83 C -0.830
84 O -0.182
85 C -0.842
86 C -0.050
87 N -0.388
88 C -0.075
89 C -0.667
90 O -0.378
91 C -0.520
92 H 0.250
93 H 0.422
94 H 0.210
95 H 0.429
96 H 0.404
97 H 0.433
98 H -0.135
99 H 0.322